DFT (the ωB97M-V functional and the def2-TZVPD basis) results for a single C5H7NO3 molecule at a distorted geometry.

Calculated values
HOMO-LUMO gap ... 8.4054 eV
LUMO level ... -0.45 eV

CARTESIAN COORDINATES (ANGSTROEM)
C: 2.116 0.488 -0.576
C: 1.234 -0.232 0.143
O: 1.710 -1.133 1.063
C: -0.196 -0.639 -0.625
O: -0.381 -0.385 -1.973
C: -1.070 0.105 0.324
N: -2.457 -0.048 0.289
C: -0.272 0.862 1.108
O: -0.059 1.656 1.969
H: 1.786 1.094 -1.403
H: 3.174 0.441 -0.370
H: 0.994 -1.374 1.664
H: -0.227 -1.723 -0.487
H: -0.415 0.571 -2.106
H: -2.970 0.731 -0.104
H: -2.965 -0.415 1.083

=====

DFT (the ωB97M-V functional and the def2-TZVPD basis) results for a single C5H7NO3 molecule at a distorted geometry.

Calculated values
Spin multiplicity ... 3
⟨S²⟩ ... 2.008
HOMO-LUMO gap (spin up / spin down) ... 7.0436 / 6.5668 eV
LUMO level (spin up / spin down) ... 0.71 / -2.95 eV

CARTESIAN COORDINATES (ANGSTROEM)
C: 1.256 -0.174 0.308
C: -0.298 0.496 -1.681
C: 0.762 0.711 1.472
C: -0.131 -0.268 -0.252
C: -0.820 -1.583 -0.230
N: -0.589 0.622 0.896
O: 0.122 1.770 -1.667
O: 2.358 -0.499 -0.037
O: -0.625 -0.121 -2.624
H: 1.050 0.281 2.505
H: 1.151 1.721 1.549
H: -0.717 -1.940 0.718
H: -0.252 -2.112 -0.900
H: -1.856 -1.555 -0.544
H: -1.425 0.382 1.363
H: 0.015 2.271 -0.875

=====

DFT (the ωB97M-V functional and the def2-TZVPD basis) results for a single C5H7NO4 molecule at a distorted geometry.

Calculated values
HOMO-LUMO gap ... 8.2185 eV
LUMO level ... -0.20 eV

CARTESIAN COORDINATES (ANGSTROEM)
C: 1.207 -1.577 0.280
N: 0.966 -0.218 -0.188
C: 0.382 0.120 -1.833
C: -1.615 -0.137 0.258
C: -0.351 0.646 0.109
C: -0.251 1.851 0.688
O: 2.116 0.563 0.016
O: -2.690 0.670 0.217
O: -0.135 -0.763 -2.403
O: -1.711 -1.329 0.417
H: 2.225 1.047 -0.823
H: -3.485 0.119 0.301
H: 0.320 -2.170 0.073
H: 1.414 -1.571 1.352
H: 2.061 -1.973 -0.273
H: -1.124 2.313 1.117
H: 0.669 2.409 0.691

=====

DFT (the ωB97M-V functional and the def2-TZVPD basis) results for a single C5H7NO4S molecule at a distorted geometry.

Calculated values
Spin multiplicity ... 3
⟨S²⟩ ... 2.018
HOMO-LUMO gap (spin up / spin down) ... 5.7246 / 6.8871 eV
LUMO level (spin up / spin down) ... 0.36 / -3.56 eV

CARTESIAN COORDINATES (ANGSTROEM)
C: 0.504 1.956 0.835
C: 0.267 -0.864 -0.751
C: -0.554 -0.555 2.202
C: 0.694 -0.857 -2.204
C: -0.786 1.646 0.290
N: 1.578 2.070 1.243
O: 1.124 -0.822 0.122
O: -2.805 0.196 0.896
O: -1.052 -0.905 -0.519
O: 2.078 -0.687 -2.325
S: -1.381 0.217 0.747
H: -0.762 -1.555 1.913
H: 0.433 -0.324 2.087
H: -0.894 -0.306 3.197
H: 0.472 -1.655 -2.878
H: 0.108 -0.075 -2.635
H: -1.382 2.358 -0.253
H: 2.355 0.160 -1.968

=====

DFT (the ωB97M-V functional and the def2-TZVPD basis) results for a gas-phase ion, C5H7NO6 (charge -2) at a distorted geometry.

Calculated values
HOMO-LUMO gap (spin up / spin down) ... 4.3076 / 4.3068 eV
Charge ... -2
LUMO level (spin up / spin down) ... 6.19 / 6.19 eV

CARTESIAN COORDINATES (ANGSTROEM)
C: -1.051 -0.754 2.351
C: 0.585 -0.035 -1.264
C: 0.810 1.478 -1.409
C: -0.944 -0.368 0.873
C: 0.405 -0.671 0.191
N: -0.304 2.346 -1.271
O: -2.175 -0.976 2.755
O: -1.505 1.706 -1.795
O: 0.027 -0.793 3.072
O: -1.981 -0.245 0.206
O: 1.579 -0.365 0.915
O: 0.304 -2.102 0.113
H: -0.185 -0.297 -1.888
H: 1.583 -0.392 -1.703
H: 1.458 1.759 -0.525
H: 1.352 1.565 -2.318
H: -1.952 1.006 -1.085
H: 1.280 -0.434 1.883
H: 0.714 -2.426 0.897

=====

DFT (the ωB97M-V functional and the def2-TZVPD basis) results for a single C5H7NOS molecule at a distorted geometry.

Calculated values
HOMO-LUMO gap (spin up / spin down) ... 7.8033 / 7.8039 eV
LUMO level (spin up / spin down) ... 0.54 / 0.54 eV

CARTESIAN COORDINATES (ANGSTROEM)
C: -1.291 -1.877 -0.243
C: -0.336 -2.771 0.042
C: -1.021 -0.461 -0.253
C: 1.118 -1.001 0.485
C: 2.231 1.168 -0.205
N: -1.903 0.540 -0.056
O: 0.900 -2.298 0.245
S: 2.479 -0.547 -0.616
H: -2.295 -2.059 -0.477
H: -0.482 -3.879 0.243
H: 1.594 1.132 0.660
H: 1.698 1.733 -1.108
H: 3.181 1.706 0.040
H: -2.853 0.340 0.291
H: -1.684 1.485 -0.447

=====

DFT (the ωB97M-V functional and the def2-TZVPD basis) results for a single C5H7NOS molecule at a distorted geometry.

Calculated values
HOMO-LUMO gap ... 8.3918 eV
LUMO level ... -0.05 eV

CARTESIAN COORDINATES (ANGSTROEM)
O: 0.883 1.946 2.779
C: 0.148 1.163 1.961
S: -1.361 0.689 2.356
C: 0.958 0.868 0.770
C: 0.646 0.130 -0.300
N: -0.566 -0.537 -0.522
C: -0.451 -1.795 -1.262
C: -0.991 -0.602 -1.911
H: 0.326 2.104 3.561
H: 1.953 1.336 0.772
H: 1.426 0.016 -1.078
H: -1.114 -2.584 -0.859
H: 0.558 -2.125 -1.537
H: -2.052 -0.483 -2.072
H: -0.363 -0.127 -2.659

=====

DFT (the ωB97M-V functional and the def2-TZVPD basis) results for a single C5H7NOS molecule at a distorted geometry.

Calculated values
HOMO-LUMO gap ... 9.9847 eV
LUMO level ... 0.74 eV

CARTESIAN COORDINATES (ANGSTROEM)
O: -1.587 -2.573 -0.485
C: -0.964 -1.580 -0.616
S: -0.127 -1.116 -2.141
C: 0.595 0.429 -1.514
C: -0.162 0.802 -0.191
C: 0.740 0.778 1.102
N: 0.385 -0.631 1.264
C: -0.787 -0.470 0.427
H: 0.466 1.287 -2.159
H: 1.639 0.243 -1.301
H: -0.804 1.689 -0.316
H: 1.811 0.941 0.907
H: 0.324 1.419 1.847
H: 0.267 -0.945 2.221
H: -1.795 -0.272 0.953

=====

DFT (the ωB97M-V functional and the def2-TZVPD basis) results for a single C5H7NOS molecule at a distorted geometry.

Calculated values
HOMO-LUMO gap ... 9.5517 eV
LUMO level ... 0.72 eV

CARTESIAN COORDINATES (ANGSTROEM)
C: -0.814 1.935 -0.221
C: -0.402 0.717 -0.015
C: -1.222 -0.509 0.083
C: -0.240 -1.676 -0.208
C: 1.164 -1.208 -0.006
O: 2.138 -1.914 -0.009
N: 1.205 0.140 0.167
S: 2.460 1.187 0.023
H: -0.158 2.883 -0.325
H: -1.819 2.196 -0.262
H: -1.582 -0.684 1.017
H: -2.098 -0.574 -0.580
H: -0.486 -1.881 -1.169
H: -0.265 -2.600 0.499
H: 2.118 1.986 1.005

=====

DFT (the ωB97M-V functional and the def2-TZVPD basis) results for a single C5H7NOS molecule at a distorted geometry.

Calculated values
HOMO-LUMO gap ... 7.9833 eV
LUMO level ... -0.22 eV

CARTESIAN COORDINATES (ANGSTROEM)
O: -1.640 -1.156 -0.062
C: -0.333 -1.224 0.260
C: 0.445 -0.045 1.161
C: -0.463 1.026 0.582
N: -0.504 0.803 -0.841
C: 0.430 -0.265 -0.952
C: 1.540 -0.036 0.078
S: 3.191 -0.314 -0.089
H: -1.955 -0.688 -0.800
H: -0.027 -2.264 0.190
H: 0.575 -0.012 2.203
H: -1.400 1.110 1.205
H: 0.058 1.911 0.702
H: -0.542 1.694 -1.660
H: 0.626 -0.540 -1.977

=====

DFT (the ωB97M-V functional and the def2-TZVPD basis) results for a molecular structure, C5H7NOS at a distorted geometry.

Calculated values
HOMO-LUMO gap ... 7.9745 eV
LUMO level ... 0.72 eV

CARTESIAN COORDINATES (ANGSTROEM)
C: 1.836 -1.475 0.479
C: 0.146 0.112 -0.184
C: -0.935 -0.788 0.033
C: -2.096 -0.093 -0.284
C: -0.460 1.349 -0.420
H: 1.124 -2.273 0.031
H: 2.022 -1.417 1.846
H: 2.981 -1.564 -0.061
H: -0.806 -1.870 0.299
H: -3.073 -0.403 0.055
H: -2.321 1.954 -0.749
H: 1.605 2.560 -0.052
N: -1.743 1.170 -0.327
O: 1.471 -0.139 -0.155
S: 0.250 2.877 -0.511

=====

DFT (the ωB97M-V functional and the def2-TZVPD basis) results for a molecular structure, C5H7NS at a distorted geometry.

Calculated values
HOMO-LUMO gap ... 9.4461 eV
LUMO level ... 0.91 eV

CARTESIAN COORDINATES (ANGSTROEM)
C: -1.051 0.959 0.016
C: -0.666 -0.113 -1.028
C: -0.653 -0.183 1.013
C: 0.816 -0.255 0.737
C: 0.798 -0.178 -0.752
H: -2.155 1.188 0.038
H: -0.507 1.937 0.032
H: -0.974 -0.069 -2.063
H: -1.023 -0.166 2.047
H: 1.499 0.395 1.258
H: 2.405 -1.258 0.046
H: 1.526 0.537 -1.249
N: 1.407 -1.340 -0.057
S: -1.421 -1.454 -0.039

=====

DFT (the ωB97M-V functional and the def2-TZVPD basis) results for a molecular structure, C5H7NS2 at a distorted geometry.

Calculated values
HOMO-LUMO gap ... 8.6779 eV
LUMO level ... 0.24 eV

CARTESIAN COORDINATES (ANGSTROEM)
C: -0.991 0.353 -1.297
C: 1.705 -0.157 -0.750
C: 1.035 0.271 0.585
C: -0.247 -0.555 0.650
C: -1.690 -0.137 0.958
H: 1.775 -1.172 -0.921
H: 2.802 0.236 -0.812
H: 1.749 0.265 1.528
H: 0.723 1.246 0.560
H: 0.136 -1.566 1.244
H: -2.381 -0.895 1.588
H: -1.822 0.939 0.933
N: -1.194 -0.632 -0.389
S: -2.133 1.307 -1.863
S: 0.533 0.496 -2.015

=====

DFT (the ωB97M-V functional and the def2-TZVPD basis) results for a single C5H7NS2 molecule at a distorted geometry.

Calculated values
HOMO-LUMO gap (spin up / spin down) ... 7.3936 / 7.3912 eV
LUMO level (spin up / spin down) ... -0.03 / -0.03 eV

CARTESIAN COORDINATES (ANGSTROEM)
C: -1.066 0.522 0.008
C: 0.206 0.854 -0.093
C: -1.876 2.556 1.019
C: -1.780 -0.734 0.199
C: 1.471 0.091 -0.630
N: 0.630 2.132 0.233
S: -3.305 2.376 1.717
S: -0.447 3.338 0.920
H: -0.998 -1.579 0.206
H: -2.479 -1.015 -0.620
H: -2.448 -0.817 1.066
H: 1.271 -0.969 -0.405
H: 2.232 0.502 -0.058
H: 1.341 0.148 -1.656
H: 1.373 2.622 -0.250

=====

DFT (the ωB97M-V functional and the def2-TZVPD basis) results for a molecular structure, C5H7O4Tb at a distorted geometry.

Calculated values
Spin multiplicity ... 8
⟨S²⟩ ... 15.777
HOMO-LUMO gap (spin up / spin down) ... 9.6055 / 6.7861 eV
Charge ... +1
LUMO level (spin up / spin down) ... -3.31 / -4.69 eV

CARTESIAN COORDINATES (ANGSTROEM)
O: 1.467 -0.047 -0.723
C: 0.891 -1.209 -0.237
C: -0.601 -1.253 -0.534
O: -1.142 0.024 -0.134
C: -2.504 0.148 -0.173
C: -3.147 1.126 0.456
Tb: 0.539 1.752 -0.716
H: 1.028 -1.304 0.860
H: 1.333 -2.120 -0.686
H: -1.107 -2.052 0.026
H: -0.789 -1.381 -1.612
H: -3.011 -0.610 -0.777
H: -2.619 1.865 1.061
H: -4.229 1.194 0.361
O: 4.115 2.295 0.682
C: 4.600 1.263 0.912
O: 5.174 0.308 1.233

=====

DFT (the ωB97M-V functional and the def2-TZVPD basis) results for a single C5H7PS molecule at a distorted geometry.

Calculated values
HOMO-LUMO gap ... 9.2698 eV
LUMO level ... 0.27 eV

CARTESIAN COORDINATES (ANGSTROEM)
S: 0.428 -3.008 0.237
C: 0.888 -1.099 0.855
P: 0.809 -0.124 -0.699
C: -0.962 -0.193 -0.897
C: -1.518 1.048 -0.798
C: -0.535 2.027 -0.365
C: 0.714 1.612 -0.095
H: 1.270 -3.611 1.008
H: 0.031 -0.697 1.458
H: 1.854 -1.438 1.153
H: -1.479 -1.104 -0.917
H: -2.478 1.317 -0.723
H: -0.676 3.167 -0.262
H: 1.650 2.102 0.043

=====

| no. | calculated total energy (eV) |
| --- | --- |
| 1 | -12927.5841 |
| 2 | -12925.7200 |
| 3 | -14974.0767 |
| 4 | -25805.8534 |
| 5 | -19069.3839 |
| 6 | -19665.8735 |
| 7 | -19669.1827 |
| 8 | -19670.3357 |
| 9 | -19669.1163 |
| 10 | -19666.7944 |
| 11 | -19667.6746 |
| 12 | -17620.9767 |
| 13 | -28456.1294 |
| 14 | -28454.3791 |
| 15 | -35915.5599 |
| 16 | -25419.9333 |